ORCA calculation (ωB97M-V with the def2-TZVPD basis set) on a gas-phase ion, C5H14N (charge +1) at a distorted geometry.

Geometry as XYZ:
```
20
Properties=species:S:1:pos:R:3:mulliken_charge:R:1
C 1.877 -0.723 -1.292 -1.117
C 1.380 0.566 -0.572 -0.236
C -0.110 0.827 -0.871 -0.989
C -1.075 -0.302 -0.501 -0.326
C -0.954 -0.753 0.959 -0.904
N -1.104 0.384 1.959 -0.189
H 1.260 -0.848 -2.181 0.296
H 1.786 -1.615 -0.674 0.279
H 2.919 -0.633 -1.582 0.360
H 1.976 1.405 -0.911 0.387
H 1.495 0.396 0.502 0.166
H -0.201 0.919 -1.958 0.364
H -0.371 1.830 -0.512 0.479
H -0.768 -1.193 -1.042 0.318
H -2.085 0.052 -0.686 0.308
H 0.052 -1.161 1.116 0.353
H -1.550 -1.604 1.271 0.426
H -0.411 0.254 2.691 0.358
H -0.900 1.250 1.467 0.301
H -2.038 0.447 2.343 0.365
```

The calculation puts the relative energy (zero: lowest compared OMol25 entry of this formula, charge and spin) at 9.0 kcal per mole. The orbital gap comes out at 0.42516 Eh. As for the net charge: +1. The highest occupied orbital energy comes out at -15.27 eV. Its SMILES is CCCCC[NH3+]. The value obtained for the largest force on an atom is 1.51 eV Å⁻¹.

***

ORCA calculation (ωB97M-V with the def2-TZVPD basis set) on 11 unconnected molecules or ions with the total composition C29H49Cl3O36S6 at a distorted geometry.

Geometry as XYZ:
```
123
Properties=species:S:1:pos:R:3:mulliken_charge:R:1
C 5.183 -2.930 3.063 -1.233
C 6.341 -1.926 3.535 0.484
C 7.303 -1.529 2.422 -0.440
O 7.256 -0.128 2.445 -0.344
C 6.305 0.328 3.234 0.665
O 5.980 1.497 3.251 -0.561
O 5.806 -0.683 3.960 -0.326
H 5.563 -3.942 2.924 0.365
H 4.788 -2.604 2.101 0.284
H 4.345 -3.131 3.730 0.326
H 7.043 -2.405 4.218 0.228
H 6.922 -1.955 1.494 0.221
H 8.339 -1.785 2.641 0.331
C -6.870 -4.939 -2.908 -1.454
C -6.319 -5.492 -1.619 0.514
C -5.877 -6.922 -1.479 -0.272
O -4.545 -6.646 -1.022 -0.381
C -4.201 -5.344 -1.000 0.715
O -3.058 -4.997 -0.669 -0.650
O -5.142 -4.648 -1.362 -0.269
H -6.974 -3.877 -2.682 0.335
H -7.792 -5.400 -3.260 0.386
H -6.180 -5.044 -3.745 0.362
H -7.109 -5.242 -0.911 0.194
H -5.870 -7.511 -2.396 0.240
H -6.484 -7.537 -0.814 0.276
C 1.274 -7.361 -1.892 -1.278
C 1.801 -6.404 -2.860 0.556
C 0.732 -5.994 -3.861 -0.592
O 0.549 -4.634 -3.838 -0.277
C 1.361 -4.148 -3.055 0.648
O 1.505 -2.943 -2.959 -0.626
O 2.041 -5.121 -2.360 -0.342
H 0.312 -7.740 -2.237 0.277
H 1.461 -7.184 -0.832 0.350
H 1.871 -8.270 -1.964 0.366
H 2.666 -6.883 -3.318 0.272
H -0.278 -6.289 -3.578 0.312
H 1.078 -6.635 -4.672 0.334
C -4.337 0.021 -2.633 -1.266
C -4.618 1.163 -1.555 0.311
C -5.802 2.204 -1.708 -0.338
O -6.142 2.285 -0.366 -0.339
C -5.777 1.096 0.300 0.617
O -6.093 0.871 1.431 -0.569
O -5.029 0.395 -0.438 -0.254
H -3.733 -0.815 -2.281 0.347
H -3.701 0.481 -3.389 0.319
H -5.236 -0.380 -3.101 0.339
H -3.657 1.651 -1.391 0.269
H -6.495 1.851 -2.472 0.267
H -5.415 3.150 -2.086 0.300
O -0.649 3.063 0.893 -0.495
S 0.600 2.316 1.021 0.961
O 1.930 2.932 0.832 -0.466
O 0.608 1.230 2.369 -0.325
C -0.215 0.153 2.126 -0.232
C 0.190 -0.210 0.746 -0.344
O 0.517 1.015 -0.003 -0.256
H 0.092 -0.627 2.822 0.336
H -1.284 0.364 2.111 0.238
H -0.506 -0.868 0.226 0.360
H 1.139 -0.710 0.937 0.215
O -3.862 9.008 6.534 -0.536
S -2.652 8.283 6.108 1.093
O -1.465 8.572 6.843 -0.520
O -2.902 6.681 6.272 -0.330
C -2.028 6.031 5.386 -0.347
C -1.921 6.906 4.154 -0.193
O -2.308 8.191 4.476 -0.311
H -1.130 5.836 5.973 0.299
H -2.367 5.044 5.070 0.303
H -2.452 6.435 3.327 0.293
H -0.889 6.951 3.805 0.249
O -5.187 -6.146 7.155 -0.507
S -5.462 -4.883 6.476 1.080
O -5.704 -3.721 7.322 -0.513
O -4.252 -4.504 5.403 -0.299
C -4.802 -4.147 4.166 -0.339
C -6.302 -4.090 4.224 -0.329
O -6.493 -5.057 5.185 -0.325
H -4.487 -3.260 3.616 0.364
H -4.608 -4.894 3.397 0.249
H -6.807 -4.282 3.277 0.326
H -6.419 -3.071 4.593 0.294
O 5.162 10.602 -2.811 -0.504
S 5.470 9.290 -2.279 1.116
O 6.737 8.690 -2.312 -0.492
O 4.965 9.164 -0.758 -0.309
C 4.126 8.088 -0.499 -0.255
C 4.164 7.172 -1.761 -0.331
O 4.296 8.118 -2.745 -0.371
H 4.550 7.501 0.315 0.251
H 3.141 8.421 -0.172 0.272
H 3.445 6.406 -2.053 0.359
H 5.081 6.646 -1.496 0.263
O 5.459 -0.301 -1.895 -0.438
S 5.912 0.614 -2.959 1.082
O 5.009 1.677 -3.467 -0.534
O 7.445 1.112 -2.654 -0.292
C 8.277 1.055 -3.838 -0.291
C 7.376 0.514 -5.068 -0.330
O 6.439 -0.250 -4.296 -0.347
H 8.646 2.016 -4.196 0.277
H 9.116 0.468 -3.463 0.288
H 8.020 -0.129 -5.667 0.296
H 6.831 1.259 -5.649 0.290
O -1.481 4.564 -6.739 -0.537
S -1.915 3.216 -6.310 1.056
O -3.347 2.831 -6.253 -0.511
O -1.018 2.024 -7.037 -0.358
C 0.295 1.927 -6.511 -0.241
C 0.180 2.653 -5.155 -0.289
O -1.167 2.782 -4.915 -0.239
H 0.484 0.855 -6.569 0.273
H 0.991 2.474 -7.148 0.237
H 0.740 3.585 -5.238 0.291
H 0.525 1.965 -4.383 0.320
Cl -1.014 -0.771 7.895 -0.115
C 0.654 -0.955 8.301 0.060
Cl 1.721 -0.722 6.891 -0.099
Cl 0.818 -2.546 9.034 -0.122
H 0.856 -0.128 8.981 0.284
```

The orbital gap comes out at 0.39197 Eh. As for the net charge: 0. The highest occupied orbital energy comes out at -10.78 eV. Its SMILES is C[C@H]1COC(=O)O1.C[C@H]1COC(=O)O1.C[C@H]1COC(=O)O1.C[C@H]1COC(=O)O1.O=S1(=O)OCCO1.O=S1(=O)OCCO1.O=S1(=O)OCCO1.O=S1(=O)OCCO1.O=S1(=O)OCCO1.O=S1(=O)OCCO1.ClC(Cl)Cl. The value obtained for the largest force on an atom is 7.61 eV Å⁻¹.

***

ORCA calculation (ωB97M-V with the def2-TZVPD basis set) on 11 unconnected molecules or ions with the total composition C3H28O11 at a distorted geometry.

Geometry as XYZ:
```
42
Properties=species:S:1:pos:R:3:mulliken_charge:R:1
C 2.180 -0.194 -3.902 -0.732
O 1.150 0.417 -3.211 -0.458
H 2.817 0.598 -4.294 0.292
H 2.864 -0.833 -3.342 0.272
H 1.770 -0.814 -4.700 0.312
H 0.406 -0.185 -3.137 0.351
C -0.243 0.903 -0.120 -0.302
O 0.188 0.723 1.316 -0.386
H -1.307 1.126 -0.207 0.163
H 0.233 1.764 -0.589 0.327
H -0.026 -0.041 -0.620 0.089
H -0.354 -0.045 1.511 0.193
C 2.135 -2.811 1.405 -0.491
O 1.418 -2.065 2.437 -0.601
H 1.550 -3.729 1.333 0.248
H 2.077 -2.140 0.547 0.211
H 3.152 -3.095 1.674 0.249
H 1.554 -1.148 2.187 0.353
O 3.183 1.351 -1.176 -0.585
H 2.608 1.028 -1.870 0.313
H 3.486 0.561 -0.728 0.283
O -3.694 1.214 1.964 -0.643
H -3.649 1.436 2.894 0.311
H -3.240 0.375 1.895 0.283
O -0.800 -1.695 -2.836 -0.627
H -1.300 -1.905 -2.048 0.321
H -1.120 -2.312 -3.495 0.261
O -1.258 -1.818 1.599 -0.636
H -1.430 -1.422 2.453 0.308
H -0.579 -2.470 1.769 0.246
O -2.747 -1.870 -0.903 -0.642
H -3.357 -2.598 -0.780 0.301
H -2.217 -1.864 -0.106 0.377
O 2.606 1.640 1.975 -0.673
H 2.514 2.409 1.412 0.330
H 1.818 1.124 1.807 0.357
O -0.214 3.923 2.616 -0.617
H -0.877 3.786 3.292 0.295
H 0.273 3.099 2.586 0.320
O -3.847 2.317 -0.531 -0.631
H -3.981 1.999 0.362 0.349
H -3.742 3.263 -0.437 0.304
```

The calculation puts the relative energy (zero: lowest compared OMol25 entry of this formula, charge and spin) at 96.4 kcal per mole. The orbital gap comes out at 0.36182 Eh. As for the net charge: 0. The highest occupied orbital energy comes out at -10.20 eV. Its SMILES is CO.CO.CO.O.O.O.O.O.O.O.O. The value obtained for the largest force on an atom is 2.27 eV Å⁻¹.